[1]
Here is a structure of composition C29H32F3GdI2N8OS3 at a distorted geometry from the OMol25 dataset. Energies are from the ωB97M-V functional and the def2-TZVPD basis.

charge = 0
ΔE to the lowest compared entry with this formula, charge and spin = 1.4537 eV
2S+1 = 8
HOMO level (spin up / spin down) = -7.39 / -7.39 eV

CARTESIAN COORDINATES (ANGSTROEM)
Gd: 12.906 10.253 13.599
I: 13.037 14.682 10.557
C: 12.550 12.801 9.858
C: 12.245 12.518 8.512
C: 12.019 11.247 8.096
I: 11.685 10.986 6.068
C: 12.159 10.180 8.927
C: 11.920 8.802 8.593
C: 12.217 7.841 9.478
C: 12.584 8.189 10.798
N: 12.618 9.450 11.181
C: 12.427 10.464 10.286
C: 12.505 11.811 10.816
O: 12.732 11.979 12.065
H: 12.342 13.420 7.832
H: 11.519 8.573 7.619
H: 11.997 6.852 9.137
H: 12.795 7.463 11.468
F: 18.179 8.139 15.124
C: 18.283 9.479 14.857
F: 19.577 9.758 14.580
F: 18.105 10.174 15.981
C: 17.358 9.803 13.681
C: 18.015 10.150 12.465
C: 17.190 10.415 11.391
C: 15.837 10.324 11.581
N: 15.315 9.995 12.759
C: 15.989 9.731 13.849
S: 15.084 9.427 15.338
H: 19.068 10.196 12.475
H: 17.588 10.715 10.392
H: 15.197 10.827 10.896
S: 10.553 10.765 14.835
C: 10.826 9.392 15.930
C: 10.507 9.553 17.282
C: 10.396 8.486 18.079
C: 10.717 7.207 17.618
C: 11.181 7.087 16.366
C: 11.268 8.174 15.468
S: 11.848 7.815 13.854
H: 10.349 10.506 17.608
H: 10.084 8.592 19.119
H: 10.662 6.361 18.308
H: 11.482 6.166 15.960
N: 14.506 6.257 14.874
C: 14.259 5.351 16.052
C: 15.488 5.392 17.006
N: 15.621 6.506 17.948
H: 15.085 5.763 14.211
H: 15.020 7.117 15.093
H: 13.613 6.477 14.398
H: 14.104 4.318 15.660
H: 13.387 5.712 16.514
H: 16.451 5.345 16.473
H: 15.445 4.484 17.636
H: 14.945 6.578 18.727
H: 15.781 7.486 17.620
C: 15.278 12.884 14.848
N: 15.660 14.074 15.596
C: 15.318 13.847 17.022
N: 13.808 13.633 17.140
C: 13.516 12.435 16.436
N: 13.828 12.609 14.956
C: 13.115 13.798 14.525
N: 13.405 14.999 15.212
C: 14.838 15.193 15.142
C: 13.096 14.777 16.663
H: 15.853 12.060 15.235
H: 15.572 13.011 13.815
H: 15.669 14.725 17.657
H: 15.897 12.973 17.358
H: 12.478 12.125 16.530
H: 14.087 11.577 16.764
H: 12.095 13.583 14.685
H: 13.263 13.900 13.417
H: 15.127 15.953 15.763
H: 15.168 15.380 14.107
H: 12.057 14.657 16.829
H: 13.393 15.707 17.157

Atomic partial charges in e from the Mulliken method, atoms 1 to 6: 0.54 0.07 -0.49 -0.57 0.10 0.04

***

[2]
Here is a structure of composition C29H32F5I2MnN4O4SSiTe at a distorted geometry from the OMol25 dataset. Energies are from the ωB97M-V functional and the def2-TZVPD basis.

charge = +1
2S+1 = 4
HOMO level (spin up / spin down) = -9.42 / -9.42 eV

CARTESIAN COORDINATES (ANGSTROEM)
Mn: -3.153 -0.829 1.315
I: -4.382 -0.062 3.540
C: -4.500 1.982 3.085
I: -2.781 3.000 3.712
H: -5.363 2.442 3.600
H: -4.557 2.038 2.005
C: 0.292 -0.914 1.914
Si: 0.669 -2.069 0.441
C: -1.043 -2.826 0.217
N: -2.201 -1.892 -0.194
C: -3.385 -2.688 -0.429
C: -4.260 -2.176 -1.642
C: -3.479 -1.939 -2.940
C: -2.018 -1.787 -2.657
C: -1.856 -1.009 -1.329
C: 1.509 -1.243 -1.052
C: 2.459 -1.868 -1.785
C: 3.203 -1.095 -2.712
C: 2.924 0.210 -2.918
C: 1.862 0.771 -2.266
C: 1.151 0.099 -1.332
C: 1.770 -3.462 1.123
C: 3.158 -3.287 1.259
C: 3.984 -4.234 1.820
C: 3.438 -5.380 2.334
C: 2.076 -5.413 2.530
C: 1.272 -4.549 1.833
H: 0.395 -1.482 2.793
H: -0.782 -0.602 1.832
H: -1.317 -3.333 1.151
H: -0.983 -3.671 -0.508
H: -5.020 -2.889 0.871
H: -3.092 -3.766 -0.425
H: -4.809 -1.225 -1.310
H: -5.107 -2.889 -1.759
H: -3.903 -1.000 -3.403
H: -3.618 -2.681 -3.779
H: -1.431 -1.211 -3.400
H: -1.451 -2.763 -2.640
H: -2.367 -0.042 -1.428
H: -0.834 -0.740 -1.169
H: 2.788 -2.898 -1.603
H: 4.056 -1.506 -3.232
H: 3.406 0.790 -3.726
H: 1.629 1.862 -2.409
H: 0.514 0.584 -0.600
H: 3.681 -2.357 0.961
H: 5.054 -4.130 1.912
H: 4.057 -6.027 2.937
H: 1.665 -6.235 3.160
H: 0.230 -4.627 1.948
O: 3.008 3.803 -3.084
S: 4.353 4.252 -2.548
O: 4.917 5.462 -3.074
O: 5.240 3.140 -2.258
C: 3.736 4.761 -0.888
N: 3.723 6.042 -0.526
C: 3.269 6.313 0.658
C: 2.642 5.419 1.490
C: 2.720 4.148 0.984
N: 3.244 3.773 -0.160
C: 2.129 2.879 1.648
C: 2.816 1.703 1.339
C: 2.277 0.476 1.470
N: 1.064 0.318 2.082
C: 0.439 1.403 2.567
C: 0.916 2.692 2.368
H: 3.353 7.361 0.893
H: 2.116 5.651 2.371
H: 3.734 1.749 0.801
H: 2.763 -0.357 0.999
H: -0.570 1.193 2.927
H: 0.479 3.519 2.881
F: -5.656 5.062 -1.334
Te: -6.844 3.683 -1.972
F: -2.292 0.778 1.135
F: -5.787 2.592 -0.970
F: -5.823 3.735 -3.596
F: -7.325 1.875 -2.627
O: -4.193 -2.409 0.781

Atomic partial charges in e from the Mulliken method, atoms 1 to 6: 0.43 0.20 -0.62 0.25 0.45 0.10

***

[3]
Here is a structure of composition C29H32MoN4O6S2 from the OMol25 dataset. Energies are from the ωB97M-V functional and the def2-TZVPD basis.

charge = +2
ΔE to the lowest compared entry with this formula, charge and spin = 3.9388 eV
HOMO level (spin up / spin down) = -14.21 / -14.38 eV

CARTESIAN COORDINATES (ANGSTROEM)
Mo: -0.413 0.809 0.398
O: 2.846 -1.086 -1.609
S: 2.359 -0.631 -0.355
O: 1.181 -1.597 0.086
N: 1.591 0.740 -0.264
C: 2.293 1.973 -0.303
C: 3.461 2.259 -0.955
C: 4.025 3.550 -0.832
C: 3.427 4.523 -0.081
C: 2.209 4.251 0.589
C: 1.508 5.178 1.392
C: 0.335 4.812 2.003
C: -0.165 3.520 1.812
N: 0.466 2.628 1.054
C: 1.651 2.973 0.456
C: 3.611 -0.701 0.850
C: 4.731 -1.481 0.583
C: 5.712 -1.580 1.556
C: 5.563 -0.909 2.763
C: 4.438 -0.127 3.012
C: 3.450 -0.018 2.053
H: 3.953 1.516 -1.569
H: 4.948 3.764 -1.352
H: 3.869 5.507 0.004
H: 1.906 6.176 1.523
H: -0.219 5.500 2.624
H: -1.102 3.208 2.261
H: 4.830 -1.989 -0.366
H: 6.592 -2.179 1.371
H: 6.334 -0.988 3.518
H: 4.341 0.397 3.953
H: 2.575 0.597 2.232
C: -1.754 -4.215 -5.168
C: -1.782 -2.879 -4.490
C: -2.859 -2.009 -4.695
C: -2.889 -0.764 -4.102
C: -1.830 -0.381 -3.280
C: -0.746 -1.220 -3.067
C: -0.734 -2.465 -3.671
S: -1.845 1.236 -2.633
O: -0.811 1.231 -1.552
O: -1.625 2.263 -3.588
N: -3.298 1.482 -1.985
C: -4.053 0.503 -1.198
C: -4.561 1.078 0.114
C: -3.490 1.511 1.086
O: -3.648 2.123 2.097
O: -2.244 1.137 0.703
H: -2.718 -4.715 -5.084
H: -0.986 -4.862 -4.750
H: -1.545 -4.088 -6.232
H: -3.677 -2.313 -5.335
H: -3.719 -0.093 -4.285
H: 0.091 -0.899 -2.461
H: 0.112 -3.122 -3.514
H: -3.788 2.247 -2.432
H: -3.405 -0.357 -1.026
H: -4.898 0.142 -1.786
H: -5.177 0.336 0.629
H: -5.215 1.937 -0.049
C: -0.918 -0.834 2.981
C: -0.397 -1.807 1.921
C: -1.516 -2.678 1.364
C: 0.730 -2.651 2.506
N: 0.120 -0.933 0.810
H: -1.319 -1.397 3.824
H: -1.740 -0.212 2.618
H: -0.111 -0.207 3.370
H: -1.923 -3.308 2.155
H: -1.150 -3.326 0.567
H: -2.326 -2.060 0.972
H: 0.335 -3.190 3.367
H: 1.559 -2.031 2.848
H: 1.102 -3.384 1.794

Atomic partial charges in e from the Mulliken method, atoms 1 to 6: 0.80 -0.65 0.95 -0.34 1.49 -0.78